{"formula": "C6H21N3O8PS2", "method": "the ωB97M-V functional and the def2-TZVPD basis", "species": ["C", "N", "C", "S", "O", "O", "N", "S", "O", "O", "P", "N", "O", "O", "H", "H", "H", "H", "H", "H", "H", "H", "H", "C", "C", "O", "H", "H", "H", "H", "H", "H", "C", "C", "O", "H", "H", "H", "H", "H", "H"], "xyz": [[-1.487827, -2.454673, -1.412669], [-1.606396, -3.335587, -0.261331], [-2.426215, -2.846199, 0.820465], [-1.585207, -2.355923, 2.365825], [-2.593792, -2.612717, 3.370548], [-0.380721, -3.157956, 2.388034], [-1.283784, -0.768624, 2.472152], [-0.129842, -0.042842, 1.688416], [0.635015, -0.882642, 0.790006], [0.601983, 0.863364, 2.549650], [-1.127793, 1.344766, 0.346686], [-2.416403, 0.838143, -0.359094], [-1.365413, 2.706585, 1.161388], [0.055660, 1.806122, -0.632048], [-2.480015, -2.148460, -1.742309], [-1.032899, -3.006071, -2.237527], [-0.889238, -1.565976, -1.246366], [-0.703192, -3.600137, 0.108952], [-3.072283, -2.044170, 0.481393], [-3.078240, -3.629222, 1.212119], [-2.664557, -0.086110, -0.043411], [-2.320556, 2.821425, 1.149749], [0.127988, 1.142014, -1.329565], [1.857924, -2.306031, -5.104527], [0.460844, -1.726528, -4.985076], [0.399813, -0.653759, -4.055386], [2.207334, -2.647521, -4.130336], [1.874257, -3.147548, -5.799177], [2.560158, -1.551361, -5.467513], [-0.233062, -2.476606, -4.608448], [0.099411, -1.396177, -5.966056], [0.987934, 0.045332, -4.352665], [2.185239, 3.551027, 3.172291], [2.671409, 4.573353, 4.177202], [2.524312, 5.920356, 3.715264], [2.722492, 3.658483, 2.229093], [2.320785, 2.533320, 3.534277], [1.121074, 3.678969, 2.965234], [3.735902, 4.452553, 4.378323], [2.136495, 4.452145, 5.126134], [1.591409, 6.054882, 3.530305]], "forces_ev_per_a": [[0.0948, -0.2230, -0.0828], [-0.1569, 0.0857, 0.1398], [0.0398, -0.1190, -0.1182], [0.0355, 0.1374, 0.4040], [0.1159, 0.0384, -0.1119], [-0.1310, 0.0650, -0.0355], [-0.0982, -0.2741, -0.4611], [0.2591, 0.3793, 0.1970], [-0.0312, -0.0111, -0.1680], [-0.0977, -0.3425, -0.0672], [-0.3789, -0.3593, 0.0246], [0.3727, 0.2364, 0.0290], [0.3402, -0.0944, -0.2159], [-0.1657, 0.1200, 0.1148], [-0.0580, 0.0235, 0.0009], [0.0159, -0.0436, -0.0054], [0.1470, 0.2937, 0.1199], [0.1218, -0.0063, 0.0191], [-0.1163, 0.2283, 0.0617], [0.0385, -0.0695, 0.0454], [-0.2160, -0.1494, 0.0116], [-0.2510, 0.1159, 0.1351], [0.1250, -0.0782, -0.0523], [0.0083, 0.0216, 0.0741], [0.0661, 0.0857, -0.0089], [-0.0673, -0.0104, 0.0629], [-0.0049, -0.0209, 0.0027], [-0.0055, 0.0013, -0.0098], [-0.0037, -0.0103, -0.0347], [-0.0230, -0.0041, -0.0057], [-0.0277, -0.0451, -0.0041], [0.0571, 0.0271, -0.0407], [0.0531, 0.1523, -0.0652], [-0.0874, 0.0003, -0.0024], [0.0750, -0.0388, 0.0691], [0.0146, -0.0207, 0.0009], [-0.0402, -0.0151, 0.0073], [-0.0198, -0.0651, 0.0179], [0.0131, 0.0038, 0.0026], [0.0533, -0.0219, 0.0299], [-0.0668, 0.0071, -0.0806]], "mulliken_charge": [-0.76, -0.34, -0.76, 1.20, -0.71, -0.67, -0.50, 1.00, -0.60, -0.64, 0.87, -0.91, -0.50, -0.55, 0.35, 0.24, 0.22, 0.32, 0.31, 0.36, 0.32, 0.35, 0.35, -1.01, -0.25, -0.44, 0.26, 0.34, 0.32, 0.23, 0.28, 0.28, -0.80, -0.35, -0.53, 0.27, 0.31, 0.25, 0.29, 0.26, 0.30], "lumo_energy_ha": 0.0940, "charge": -1}


{"formula": "C6H21N4Si", "method": "the ωB97M-V functional and the def2-TZVPD basis", "species": ["C", "C", "C", "C", "C", "C", "N", "N", "N", "N", "Si", "H", "H", "H", "H", "H", "H", "H", "H", "H", "H", "H", "H", "H", "H", "H", "H", "H", "H", "H", "H", "H"], "xyz": [[-0.110973, 0.003382, -2.206063], [-3.038501, -0.493156, 0.906225], [-0.624154, 2.744626, -0.958883], [0.847497, -2.734015, 0.645834], [-0.669897, -0.866288, 0.104674], [-0.323589, 0.335831, -0.711004], [-2.157013, -1.035071, -0.081605], [-0.379636, 1.531550, -0.187482], [2.522424, 0.279747, 0.203144], [-0.027733, -2.078892, -0.300962], [2.879410, 1.537227, 1.411642], [-0.426400, -1.016243, -2.373806], [0.871028, -0.156745, -2.357422], [-0.560746, 0.700586, -2.824529], [-2.536980, -0.346470, 1.955044], [-3.487455, 0.392023, 0.669144], [-3.661299, -1.321751, 1.029776], [-0.282435, 2.923825, -1.996221], [-1.693968, 2.779942, -0.916243], [-0.119931, 3.423620, -0.267961], [0.256726, -3.060260, 1.397963], [1.415344, -3.561501, 0.173675], [1.462488, -2.000967, 1.028290], [-0.516641, -0.812265, 1.192136], [-2.396817, -1.968861, -0.320719], [-0.340072, 1.642595, 0.794826], [2.046209, 0.784160, -0.620758], [-0.683881, -2.805964, -0.721529], [3.347090, -0.251226, -0.039037], [3.027668, 0.971009, 2.772828], [1.436243, 1.900308, 1.299922], [3.925995, 2.559243, 1.299100]], "forces_ev_per_a": [[-1.9853, -0.6130, 3.5927], [2.8448, -1.7861, 2.8806], [0.0246, 0.1790, 1.5380], [1.6882, -0.0837, -3.7441], [-2.0189, 1.3707, -0.1703], [1.0058, -4.0634, -2.0934], [1.6442, -0.2172, -0.9969], [0.5124, 1.5049, -0.8774], [0.2680, 1.3519, -0.5964], [-1.9062, -2.4448, 0.5861], [-1.7493, -0.8627, 0.3226], [-1.1323, -0.1001, -0.3283], [3.8571, 0.4146, -1.0092], [-0.7301, 1.0825, -1.5418], [-0.5624, -0.2205, -1.6518], [-1.2733, 2.2346, -0.9041], [-2.0637, -0.4991, 0.7250], [0.2975, -0.9467, 0.6901], [-0.7346, 1.1947, -0.4230], [-0.5752, 1.0465, -0.6922], [-2.1303, -1.4777, 2.5626], [-0.4681, 0.4836, 0.2855], [1.7082, 1.5309, 0.8444], [0.5441, 0.5850, -0.0067], [-0.3765, -0.7339, -0.0256], [0.0829, 0.1831, 0.6616], [1.3241, -1.4488, 1.4863], [1.1641, 1.4044, -0.2652], [-0.0204, -0.1158, -0.8046], [0.1804, -0.2214, -0.1910], [0.5767, 1.1660, 0.6082], [0.0034, 0.1023, -0.4614]], "mulliken_spin": [-0.02, 0.00, 0.02, 0.02, -0.03, 0.70, 0.08, 0.28, 0.01, 0.81, 0.00, 0.00, 0.03, 0.01, 0.01, 0.00, 0.00, 0.00, 0.01, 0.00, 0.05, 0.01, 0.00, 0.06, 0.00, -0.02, -0.01, -0.03, 0.00, 0.00, 0.00, 0.00], "spin_multiplicity": 3, "s_squared": 2.008, "lumo_energy_ha": [-0.1059, -0.2728], "charge": 1}


{"formula": "C6H21N6P", "method": "the ωB97M-V functional and the def2-TZVPD basis", "species": ["C", "C", "C", "C", "C", "C", "N", "N", "N", "N", "N", "N", "P", "H", "H", "H", "H", "H", "H", "H", "H", "H", "H", "H", "H", "H", "H", "H", "H", "H", "H", "H", "H", "H"], "xyz": [[0.475257, 0.164892, -2.905813], [-1.306488, -1.594091, -2.899634], [-0.020066, 2.487960, 0.351592], [2.085894, 1.504171, -0.253804], [-0.840373, -0.005113, 3.282239], [1.199034, -1.210980, 2.690152], [-1.088636, -1.823967, 0.312873], [-1.394735, 0.193293, -1.298980], [-0.599360, -0.551170, -2.127603], [0.730218, 1.262753, 0.132154], [0.483145, -0.009421, 2.557683], [0.311882, 0.119841, 0.579924], [-1.346376, -0.158944, 0.401839], [0.120588, 0.489243, -3.907281], [0.562829, 0.962411, -2.271610], [1.438187, -0.537536, -3.049329], [-2.068788, -1.222588, -3.611030], [-0.677651, -2.264166, -3.484681], [-1.788743, -2.206096, -2.058215], [0.272277, 3.076431, 1.136314], [-0.181749, 3.139574, -0.582509], [-0.999025, 2.083902, 0.641567], [2.223017, 2.637647, -0.381368], [2.814315, 1.021117, 0.385797], [2.143436, 1.013947, -1.356398], [-0.887191, 0.924537, 3.801936], [-1.584077, -0.083387, 2.577851], [-0.913682, -0.795423, 3.993164], [0.488299, -2.097493, 2.472984], [1.847441, -1.277885, 1.802756], [1.772427, -1.309941, 3.684949], [-1.936952, -2.235241, -0.059038], [-0.379135, -2.078997, -0.339089], [-2.108497, 0.726880, -1.634257]], "forces_ev_per_a": [[-0.6596, -3.4448, -1.0065], [-1.0349, -0.3059, 1.9803], [-2.6667, -1.4570, -2.6170], [0.3143, -0.4059, -3.3161], [3.4118, 0.3236, 0.0471], [-0.2566, -2.4186, -0.6250], [-1.3663, -0.6343, 0.9028], [1.8167, -1.2134, 1.9734], [1.3274, -1.3169, -2.6159], [0.2251, 2.6052, 0.4778], [-1.0996, 1.8487, -0.9513], [1.2967, -0.4946, 2.3038], [-0.5831, -0.7473, -2.2326], [0.1853, -0.1304, 0.3761], [1.2341, 2.2866, 0.9622], [-2.1274, 1.7237, 0.5405], [0.0453, 0.1362, 0.3935], [0.5350, 0.2436, 0.2778], [0.1956, 0.5322, -1.7759], [1.3791, 1.4442, 2.0498], [0.4618, -1.1044, 1.1452], [-0.1588, 0.8423, -0.1040], [0.0868, -1.8575, 0.4019], [0.1708, 0.1916, 0.1954], [0.7675, 1.2164, 2.4934], [-0.3731, 0.7957, 0.3734], [-2.2044, -0.1291, -0.9994], [0.0224, -0.8601, 0.4796], [1.0557, 0.6709, 0.9744], [0.5014, 0.0535, 0.7042], [-0.8856, 0.0973, -1.4232], [-0.2481, -0.3078, 0.5072], [0.9452, 0.1548, -0.3574], [-2.3140, 1.6619, -1.5353]], "mulliken_charge": [-0.91, -0.86, -1.02, -0.79, -0.77, -0.86, -0.61, -0.24, 0.14, 0.07, -0.22, 0.24, -0.25, 0.31, 0.22, 0.24, 0.29, 0.28, 0.23, 0.43, 0.31, 0.38, 0.28, 0.28, 0.19, 0.27, 0.27, 0.40, 0.29, 0.27, 0.30, 0.32, 0.34, 0.16], "de_lowest_kcal_mol": 32.4, "lumo_energy_ha": [0.0300, 0.0300], "charge": 0}